Below is a structure of composition C46H28F5N4Ti, with properties calculated with ωB97M-V with the def2-TZVPD basis set.

Computed properties:
largest force on an atom	0.829	eV Å⁻¹
relative energy (zero: lowest compared OMol25 entry of this formula, charge and spin)	0.0	kcal per mole
E_HOMO (spin up / spin down)	-2.979 / -2.972	eV
total charge	-1
molar mass	779.6	g/mol

Last column: Mulliken charge in e.
Cartesian coordinates (Å):
Ti  0.069  -0.049  0.009  0.212
C  -0.408  -5.418  5.583  -0.347
C  0.702  -5.323  4.757  -0.856
C  0.745  -4.364  3.756  0.022
C  -0.319  -3.488  3.560  -0.922
C  -1.425  -3.588  4.401  0.001
C  -1.472  -4.545  5.402  -0.814
C  -0.268  -2.467  2.482  1.452
C  -0.287  -2.889  1.187  0.278
C  -0.417  -4.268  0.755  -1.536
C  -0.346  -4.286  -0.584  -1.427
C  -0.190  -2.918  -1.045  0.225
C  -0.115  -2.528  -2.350  1.446
C  -0.034  -3.594  -3.388  -1.025
C  -1.089  -3.834  -4.264  0.083
C  -1.003  -4.838  -5.217  -0.829
C  0.144  -5.614  -5.311  -0.348
C  1.205  -5.378  -4.448  -0.880
C  1.115  -4.374  -3.495  0.077
C  -0.115  -1.186  -2.820  0.140
N  -0.283  -0.069  -2.019  0.376
C  -0.293  1.018  -2.872  -0.079
C  -0.444  2.372  -2.454  1.599
C  -0.556  3.393  -3.529  -0.853
C  0.466  4.313  -3.742  0.040
C  0.369  5.265  -4.747  -0.838
C  -0.754  5.307  -5.560  -0.352
C  -1.778  4.389  -5.361  -0.791
C  -1.677  3.441  -4.356  0.033
C  -0.469  2.786  -1.158  0.167
C  -0.667  4.158  -0.723  -1.497
C  -0.578  4.178  0.615  -1.572
C  -0.346  2.819  1.070  0.036
N  -0.284  1.975  -0.040  0.826
C  -0.226  2.439  2.372  1.564
C  -0.136  1.100  2.841  0.207
C  -0.008  0.714  4.181  -1.354
C  -0.046  -0.668  4.215  -1.226
C  -0.194  -1.107  2.895  0.043
N  -0.245  -0.024  2.041  0.421
C  -0.187  3.509  3.408  -1.200
C  -1.277  3.756  4.236  0.188
C  -1.227  4.760  5.191  -0.802
C  -0.082  5.530  5.333  -0.338
C  1.013  5.289  4.515  -0.866
C  0.959  4.283  3.561  0.200
C  -0.122  0.589  -4.193  -1.279
C  -0.012  -0.790  -4.159  -1.292
N  -0.162  -2.073  0.065  0.537
H  -0.443  -6.166  6.366  0.370
H  1.542  -5.992  4.893  0.369
H  1.612  -4.283  3.113  0.467
H  -2.253  -2.904  4.259  0.438
H  -2.344  -4.610  6.041  0.362
H  -0.562  -5.108  1.414  0.480
H  -0.421  -5.144  -1.232  0.468
H  -1.980  -3.224  -4.189  0.422
H  -1.835  -5.015  -5.887  0.364
H  0.212  -6.397  -6.056  0.366
H  2.106  -5.974  -4.517  0.375
H  1.940  -4.179  -2.820  0.490
H  1.344  4.274  -3.108  0.472
H  1.177  5.970  -4.898  0.373
H  -0.832  6.047  -6.347  0.369
H  -2.660  4.415  -5.989  0.365
H  -2.472  2.722  -4.201  0.430
H  -0.865  4.986  -1.382  0.508
H  -0.688  5.029  1.267  0.492
H  0.103  1.388  5.014  0.492
H  0.039  -1.306  5.078  0.513
H  -2.167  3.150  4.123  0.426
H  -2.086  4.944  5.825  0.362
H  -0.042  6.315  6.078  0.358
H  1.912  5.883  4.621  0.378
H  1.809  4.086  2.920  0.490
H  -0.076  1.230  -5.057  0.526
H  0.136  -1.454  -4.995  0.502
F  2.655  -1.051  -1.007  -0.304
C  2.235  -0.197  -0.002  1.185
F  2.719  -0.740  1.173  -0.310
C  3.043  1.089  -0.220  0.322
F  4.364  0.852  -0.342  -0.313
F  2.888  1.940  0.808  -0.226
F  2.643  1.718  -1.336  -0.235

Below is a structure of composition C46H30Cl4I2LaN5O8 at a distorted geometry, with properties calculated with ωB97M-V with the def2-TZVPD basis set.

Computed properties:
largest force on an atom	1.535	eV Å⁻¹
relative energy (zero: lowest compared OMol25 entry of this formula, charge and spin)	6.5	kcal per mole
E_HOMO	-2.744	eV
total charge	-2
molar mass	1315.3	g/mol

Last column: Mulliken charge in e.
Cartesian coordinates (Å):
La  -0.421  -0.044  -0.130  1.707
O  -2.488  -4.186  -3.628  -0.727
C  -2.779  -4.693  -2.419  0.458
C  -3.237  -6.010  -2.329  -0.753
C  -3.541  -6.565  -1.097  -0.247
C  -3.393  -5.820  0.073  -0.999
C  -2.936  -4.513  -0.020  -0.415
C  -2.628  -3.933  -1.248  0.045
C  -2.121  -2.528  -1.270  0.453
O  -2.002  -1.883  -0.177  -0.598
N  -1.783  -2.102  -2.473  -1.120
N  -1.233  -0.820  -2.468  0.924
C  -0.849  -0.410  -3.613  -0.851
C  -0.295  0.911  -3.896  0.900
C  0.130  1.171  -5.204  -0.585
C  0.636  2.399  -5.585  -0.926
C  0.717  3.407  -4.611  -0.374
C  0.303  3.186  -3.314  -0.835
C  -0.214  1.928  -2.899  -0.184
O  -0.614  1.734  -1.689  -0.208
H  -2.152  -3.263  -3.443  0.699
H  -3.341  -6.578  -3.248  0.388
H  -3.892  -7.591  -1.047  0.352
H  -3.621  -6.254  1.039  0.408
H  -2.799  -3.898  0.862  0.512
H  -0.950  -1.094  -4.458  0.135
H  0.050  0.368  -5.935  0.327
H  0.964  2.574  -6.603  0.393
H  1.118  4.380  -4.880  0.403
H  0.362  3.966  -2.562  0.399
I  -1.063  3.738  3.983  -0.055
C  -2.535  3.194  2.609  -0.288
C  -3.828  3.719  2.758  -0.580
C  -4.819  3.373  1.884  -0.140
I  -6.716  4.223  2.167  -0.047
C  -4.566  2.456  0.824  0.924
C  -5.525  2.026  -0.120  -0.677
C  -5.183  1.121  -1.083  -1.288
C  -3.872  0.618  -1.114  -0.495
N  -2.959  1.000  -0.261  0.598
C  -3.264  1.915  0.697  0.223
C  -2.165  2.306  1.584  -0.712
O  -0.983  1.864  1.416  0.900
H  -4.033  4.404  3.568  0.328
H  -6.532  2.419  -0.066  0.143
H  -5.907  0.780  -1.813  0.419
H  -3.572  -0.120  -1.851  0.434
O  -2.372  -0.409  2.425  -0.643
C  -1.347  -0.850  2.909  -0.124
N  -0.146  -0.997  2.249  0.879
C  0.747  -1.582  3.129  -0.390
O  1.886  -1.968  2.935  -0.849
C  0.062  -1.781  4.475  0.037
C  0.523  -2.307  5.664  -0.461
C  -0.375  -2.359  6.735  -0.465
C  -1.687  -1.898  6.592  -0.580
C  -2.130  -1.377  5.375  -0.238
C  -1.225  -1.335  4.336  0.230
H  1.545  -2.662  5.751  0.480
H  -0.054  -2.760  7.691  0.377
H  -2.367  -1.947  7.437  0.403
H  -3.145  -1.016  5.246  0.492
Cl  1.727  2.525  -0.179  0.212
C  2.786  2.295  1.179  0.756
C  2.179  2.033  2.395  -0.296
C  2.944  1.846  3.531  -0.637
C  4.326  1.926  3.446  -0.706
C  4.915  2.158  2.220  0.699
Cl  6.673  2.245  2.154  -0.294
C  4.178  2.332  1.036  -0.890
N  4.878  2.569  -0.154  0.009
C  4.517  2.350  -1.511  0.409
C  4.724  3.407  -2.400  -0.774
C  4.463  3.269  -3.754  -0.627
C  3.966  2.064  -4.234  -0.740
C  3.776  1.013  -3.352  -0.522
C  4.069  1.117  -1.992  0.582
C  3.873  -0.102  -1.108  -1.124
C  2.390  -0.377  -0.867  1.107
O  1.631  -0.569  -1.847  -0.664
O  1.987  -0.371  0.334  -0.575
H  1.092  1.986  2.431  -0.051
H  2.461  1.636  4.478  0.492
H  4.955  1.791  4.317  0.370
H  5.696  3.135  -0.033  0.348
H  5.067  4.359  -2.002  0.381
H  4.615  4.111  -4.423  0.366
H  3.700  1.951  -5.278  0.373
H  3.366  0.074  -3.707  0.213
H  4.380  -0.007  -0.152  0.284
H  4.276  -0.969  -1.636  0.590
Cl  2.614  -5.072  0.728  -0.253
C  2.309  -3.368  0.261  0.187
Cl  0.663  -3.131  -0.314  0.115
H  2.983  -3.122  -0.550  0.194
H  2.436  -2.731  1.125  -0.049